[1]
12
Properties=species:S:1:pos:R:3:forces:R:3 method="wB97M-V/def2-TZVPD" fmax_ev_per_a=6.8 lumo_energy_ev="-0.42 / -0.56" e_tot_ha=-2784.5563 homo_lumo_gap_ev="7.793 / 9.378" relative_energy_ev=5.285
C -0.472 0.644 -1.500 1.1452 3.0251 0.0403
C -0.023 0.176 -0.316 -0.8183 1.9576 -0.8228
C 0.218 -1.164 -0.194 -0.3785 -4.3283 5.2853
C 0.070 1.153 0.850 0.5102 1.4384 -0.6297
N -0.325 -1.851 1.583 1.1444 2.7912 -4.1342
Br 1.217 -2.374 -1.236 -0.7008 0.7161 0.3011
H -0.489 1.794 -1.507 -0.5020 -1.9113 -0.5654
H -0.501 0.107 -2.428 -0.2575 -0.3096 -0.1099
H 0.024 2.266 0.489 -0.4175 -2.1461 0.3927
H 1.097 1.124 1.261 -0.7737 -0.4562 0.4134
H -0.752 0.938 1.548 0.6980 0.2022 0.1586
H -0.063 -2.812 1.450 0.3504 -0.9792 -0.3294

---

[2]
87
Properties=species:S:1:pos:R:3:forces:R:3 method="wB97M-V/def2-TZVPD" fmax_ev_per_a=11.1 lumo_energy_ev="-7.99 / -8.07" e_tot_ha=-3000.8313 homo_lumo_gap_ev="5.718 / 5.638" charge=+2 spin_multiplicity=3
V 1.064 -0.987 0.384 0.5178 5.0398 4.8257
P 2.973 -0.416 -0.597 4.8092 0.6454 -2.1931
P -0.464 -2.035 1.610 -3.0815 -2.8555 3.0600
N 2.429 -2.558 1.261 -0.2315 0.6812 -0.2537
C 4.059 -1.965 -0.484 -0.3505 -0.1585 0.2732
H 4.404 -2.262 -1.488 -0.1956 0.1570 0.4130
H 4.960 -1.736 0.114 -0.5258 -0.0827 -0.2106
C 3.264 -3.107 0.165 0.2298 -0.4657 -0.1690
H 2.585 -3.574 -0.568 0.2780 0.0460 0.2535
H 3.951 -3.890 0.548 -0.3921 0.3903 -0.1887
C 1.765 -3.554 2.148 0.0907 -0.3369 0.3990
H 1.838 -3.172 3.181 -0.0135 -0.1708 -0.4044
H 2.313 -4.516 2.115 -0.2422 0.4634 -0.0086
C 0.294 -3.742 1.774 0.1162 0.2013 -0.3778
H -0.217 -4.396 2.504 0.0749 0.4449 -0.2937
H 0.213 -4.217 0.782 -0.0239 0.0322 0.2885
C -2.222 -2.331 0.995 -0.1018 0.0128 -0.1319
C -2.386 -2.067 -0.511 -0.1128 -0.1571 -0.1895
H -1.995 -2.895 -1.127 -0.1827 0.4103 0.2462
H -1.877 -1.133 -0.808 -0.3132 -0.5404 0.0385
H -3.459 -1.951 -0.749 0.4838 -0.0907 0.1000
C -0.705 -1.490 3.396 0.7507 0.2436 -0.1197
C -1.265 -0.059 3.429 0.1312 0.7026 0.2906
H -0.699 0.556 4.151 -0.2478 -0.2433 -0.3623
H -2.324 -0.051 3.745 0.6850 0.1040 -0.2046
H -1.192 0.413 2.435 -0.0385 0.1402 0.5307
C 4.102 0.904 0.136 -0.0795 0.1626 0.1199
C 3.701 2.292 -0.385 -0.4518 0.2216 -0.1987
H 4.043 3.107 0.280 -0.0995 -0.5002 -0.2143
H 2.600 2.350 -0.476 0.6232 0.3613 -0.0828
H 4.149 2.470 -1.379 -0.3225 -0.0331 0.4977
C 2.981 -0.110 -2.456 -0.2806 -0.2378 0.0630
C 2.015 1.009 -2.876 -0.0757 0.1952 -0.1654
H 1.781 0.912 -3.952 0.1172 0.0419 0.4927
H 2.446 2.011 -2.714 -0.2080 -0.4815 -0.1260
H 1.073 0.951 -2.311 0.1585 0.0677 -0.2426
C 0.542 -1.843 -1.083 -2.9659 -5.3885 -9.2260
O 0.248 -2.411 -2.080 1.3902 2.3843 4.1243
C -1.510 -2.449 4.284 -0.1602 -0.6530 0.1524
H -2.025 -3.222 3.685 0.2040 0.1770 0.4426
H -0.879 -2.963 5.029 -0.2441 0.2045 -0.3818
H -2.290 -1.891 4.835 0.4158 -0.3178 -0.2204
C 5.565 0.597 -0.220 0.6144 -0.3207 0.3124
H 6.087 1.517 -0.536 -0.2010 -0.4073 0.1897
H 6.093 0.184 0.659 -0.1041 0.2146 -0.4711
H 5.647 -0.139 -1.037 0.2394 0.5607 0.5320
C 4.382 0.070 -3.058 0.2029 0.1301 -0.1439
H 4.313 0.175 -4.156 -0.0910 -0.0990 0.4852
H 4.873 0.980 -2.671 -0.2614 -0.4520 -0.3367
H 5.043 -0.790 -2.846 -0.2854 0.4137 -0.2388
C -3.206 -1.472 1.809 -0.2746 -0.0600 0.2248
H -2.958 -0.400 1.773 -0.2519 -0.5110 -0.1893
H -4.231 -1.586 1.419 0.4191 -0.1058 0.0914
H -3.198 -1.796 2.867 -0.3060 0.3739 -0.7756
H -2.436 -3.400 1.188 0.1320 0.4310 -0.0118
H 2.554 -1.063 -2.826 0.2120 0.2563 0.0817
H 0.339 -1.443 3.761 -0.4304 -0.0230 -0.1700
H 3.972 0.876 1.236 -0.0997 -0.1122 -0.4990
H 3.019 -1.958 1.846 -0.1322 -0.2850 -0.1335
H 1.480 -0.155 1.781 0.1958 -0.5646 0.2474
C -5.957 1.033 -1.804 -0.0791 -0.2661 -0.2379
C -5.469 2.439 -1.439 -0.9560 0.0016 0.2512
N -4.003 2.495 -1.418 1.0199 -0.5089 0.5952
C -3.296 2.358 -2.688 0.1069 0.5835 -0.7319
C -2.649 3.697 -3.055 0.2057 0.2775 -0.2839
C -3.339 2.781 -0.244 -2.3189 0.1905 -0.3703
O -3.975 3.182 0.721 0.6646 -0.0730 0.3071
C -1.878 2.551 -0.004 1.0612 -1.3574 -0.6690
C -1.178 3.472 0.760 -0.2944 0.3667 -0.0130
C 0.100 3.176 1.165 0.2087 -0.5991 -0.1585
C 0.641 1.925 0.883 -1.1000 0.4729 -0.2905
N -0.010 0.948 0.153 -0.4457 0.9835 0.2245
C -1.260 1.315 -0.333 1.3924 2.6807 2.3123
H -5.625 0.735 -2.818 -0.2207 0.0511 0.5197
H -7.066 1.002 -1.781 0.6964 -0.0089 -0.0286
H -5.567 0.296 -1.070 -0.2568 0.3827 -0.4042
H -5.870 3.189 -2.156 0.3526 -0.3836 0.3814
H -5.914 2.666 -0.445 0.8270 0.1766 -0.6588
H -2.549 1.547 -2.681 -0.2787 0.2014 0.0364
H -4.006 2.129 -3.510 0.2174 -0.1123 0.8011
H -1.891 4.001 -2.304 -0.3639 -0.1026 -0.4323
H -2.157 3.627 -4.046 -0.2262 0.1302 0.5395
H -3.431 4.486 -3.101 0.5581 -0.4793 0.0210
H -1.629 4.411 1.056 -0.1832 -0.0951 -0.0791
H 0.655 3.887 1.765 0.1122 -0.1365 -0.0732
H 1.605 1.765 1.326 0.0815 -0.7087 -0.2402
H -1.904 0.708 -0.860 -0.4943 -1.9245 -1.1586

---

[3]
17
Properties=species:S:1:pos:R:3:forces:R:3 method="wB97M-V/def2-TZVPD" fmax_ev_per_a=0.9 lumo_energy_ev=-3.34 e_tot_ha=-268.2282 homo_lumo_gap_ev=10.809 charge=+1 relative_energy_ev=2.087
C -0.372 1.634 1.151 -0.0970 0.3677 -0.0522
C 0.144 1.998 2.312 -0.4891 -0.5734 -0.4170
N -0.961 0.318 0.914 0.8026 0.4499 0.0735
H -0.411 2.269 0.276 0.0188 0.0614 0.0382
H 0.525 2.994 2.462 0.1854 -0.0442 0.0438
H 0.120 1.280 3.124 0.1486 0.2619 0.2386
H -1.011 -0.171 1.804 -0.2339 -0.2601 -0.1662
H -1.881 0.417 0.500 -0.2729 -0.0623 0.1992
H -0.262 -0.252 0.068 -0.0877 -0.1468 -0.0723
C -0.419 -1.631 -1.889 -0.2287 -0.2994 0.2561
C 1.664 -0.849 -1.105 -0.2218 -0.0222 0.4465
N 0.408 -0.882 -0.943 0.1557 0.1599 -0.4589
H -0.848 -2.514 -1.413 0.0480 0.0214 0.0749
H 0.140 -1.939 -2.769 0.0813 0.0136 -0.0046
H -1.248 -0.994 -2.196 0.0445 0.0318 -0.0602
H 2.243 -0.159 -0.501 0.1352 -0.2285 0.1456
H 2.169 -1.519 -1.796 0.0109 0.2695 -0.2850

---

[4]
13
Properties=species:S:1:pos:R:3:forces:R:3 method="wB97M-V/def2-TZVPD" fmax_ev_per_a=1.2 lumo_energy_ev=-0.03 e_tot_ha=-1077.8994 homo_lumo_gap_ev=8.630 relative_energy_ev=1.570
C 0.953 -0.335 -1.698 0.2840 -0.3155 0.0437
N 0.160 -0.154 -0.459 0.3281 -0.0605 -1.1561
N 0.862 0.668 0.422 -0.7014 0.0530 0.9321
C 0.415 0.732 1.621 0.1698 -0.0124 -0.1260
N -0.712 0.039 2.057 -0.1024 0.4792 -0.2158
S -2.094 0.131 0.924 1.1929 -0.3059 0.1631
C -1.169 -0.408 -0.505 0.3269 0.7221 0.9596
S -1.968 -0.991 -1.796 -0.3564 -0.2070 -0.1756
H 1.955 0.071 -1.434 -0.8477 -0.1251 -0.5581
H 0.455 0.148 -2.584 0.5939 -0.3360 0.9449
H 1.072 -1.417 -1.900 -0.2227 0.5551 -0.0255
H 1.035 1.323 2.319 -0.5933 -0.3976 -0.2445
H -0.963 0.194 3.034 -0.0717 -0.0495 -0.5417